[1]
DFT (ωB97M-V/def2-TZVPD) results for a molecular structure, C39H42BrCl2NO4PtS.

Last column: Mulliken charge in e.
Cartesian coordinates (Å):
Pt1 0.672 -0.144 -0.379  2.908
C1 -3.001 -5.889 2.952  -2.202
C2 -2.562 -6.245 1.532  2.115
C3 -1.529 -7.378 1.621  -1.651
C4 -3.791 -6.748 0.761  -1.638
C5 -1.956 -5.048 0.804  -0.235
C6 -1.864 -3.787 1.362  -0.640
C7 -1.298 -2.762 0.624  0.110
Br1 -1.180 -1.034 1.439  -0.315
C8 -0.790 -2.871 -0.679  0.512
O1 -0.297 -1.885 -1.353  -1.277
C9 -0.881 -4.189 -1.241  -0.337
C10 -1.454 -5.202 -0.497  -0.025
C11 -0.315 -4.434 -2.642  2.237
C12 -0.480 -5.891 -3.082  -2.359
C13 -1.046 -3.553 -3.665  -1.415
C14 1.187 -4.109 -2.652  -1.268
H1 -3.407 -6.775 3.445  0.437
H2 -3.777 -5.121 2.950  0.386
H3 -2.162 -5.526 3.549  0.409
H4 -1.932 -8.220 2.191  0.459
H5 -0.620 -7.028 2.114  0.352
H6 -1.252 -7.743 0.632  0.322
H7 -4.233 -7.615 1.261  0.452
H8 -3.524 -7.042 -0.255  0.307
H9 -4.547 -5.964 0.694  0.353
H10 -2.216 -3.577 2.362  0.487
H11 -1.513 -6.187 -0.942  0.250
H12 -1.531 -6.188 -3.130  0.384
H13 0.046 -6.580 -2.416  0.380
H14 -0.055 -6.005 -4.081  0.449
H15 -2.110 -3.807 -3.695  0.299
H16 -0.627 -3.720 -4.662  0.440
H17 -0.936 -2.500 -3.417  0.087
H18 1.719 -4.746 -1.941  0.300
H19 1.367 -3.071 -2.385  0.003
H20 1.597 -4.291 -3.649  0.448
Cl1 -1.547 1.498 -1.924  -0.105
C15 -1.352 3.153 -1.455  0.992
C16 -2.492 3.943 -1.443  -0.628
C17 -2.442 5.259 -1.016  -0.641
C18 -1.234 5.781 -0.586  -0.552
C19 -0.098 4.995 -0.627  0.837
Cl2 1.402 5.714 -0.103  -0.245
C20 -0.092 3.662 -1.080  -1.552
N1 1.083 2.939 -1.087  0.786
C21 1.572 2.204 -2.237  0.736
C22 1.491 2.946 -3.504  -0.883
C23 2.388 2.789 -4.485  -0.787
C24 3.570 1.971 -4.288  -0.685
C25 3.793 1.359 -3.119  -0.980
C26 2.821 1.350 -2.015  0.561
C27 3.441 1.179 -0.640  0.280
C28 3.686 -0.310 -0.337  0.227
O2 4.832 -0.741 -0.417  -0.775
O3 2.655 -1.011 -0.023  -0.845
H21 -3.425 3.497 -1.758  0.446
H22 -3.336 5.866 -1.003  0.365
H23 -1.156 6.799 -0.230  0.454
H24 1.834 3.445 -0.639  0.258
H25 0.668 3.644 -3.615  0.336
H26 2.270 3.333 -5.414  0.395
H27 4.311 1.919 -5.077  0.397
H28 4.723 0.835 -2.931  0.410
H29 2.784 1.582 0.128  -1.055
H30 4.401 1.697 -0.604  0.829
S1 1.085 -0.192 -3.643  -0.191
C29 1.442 0.648 -2.186  -0.723
C30 0.805 7.236 4.638  -1.541
C31 0.663 5.889 3.986  0.743
C32 1.761 5.068 3.793  -1.053
C33 1.658 3.831 3.164  0.748
C34 2.911 3.021 2.977  -1.450
C35 0.392 3.412 2.723  0.731
C36 0.204 2.160 1.964  -0.124
O4 1.096 1.428 1.562  -0.622
C37 -0.744 4.214 2.947  1.184
C38 -2.128 3.790 2.520  -1.947
C39 -0.586 5.444 3.562  -0.833
H31 1.829 7.410 4.967  0.356
H32 0.148 7.322 5.505  0.357
H33 0.532 8.032 3.942  0.311
H34 2.737 5.398 4.133  0.281
H35 3.710 3.429 3.597  0.473
H36 3.240 3.056 1.937  0.226
H37 2.770 1.970 3.214  0.322
H38 -0.842 1.881 1.748  0.285
H39 -2.187 3.646 1.441  0.286
H40 -2.851 4.558 2.794  0.339
H41 -2.438 2.857 2.994  0.409
H42 -1.457 6.071 3.719  0.333

Results
2S+1: 4
Expectation value of S²: 3.76
ΔE to the lowest compared entry with this formula, charge and spin, kcal per mole: 29.28
Orbital gap (spin up / spin down), Eh: 0.199 / 0.224
Charge: -1
Energy, Eh: -5878.9188
HOMO (spin up / spin down), Ha: -0.133 / -0.169



[2]
DFT (ωB97M-V/def2-TZVPD) results for a molecular structure, C4H15MgNOSi2 in a non-equilibrium geometry.

Last column: Mulliken charge in e.
Cartesian coordinates (Å):
C1 3.140 -0.126 -0.503  -1.141
C2 2.214 -0.558 0.629  -0.446
N1 0.767 -0.486 0.231  -0.210
Si1 -0.020 0.965 0.751  0.231
C3 0.856 2.505 0.282  -0.846
O1 -1.561 0.997 0.024  -0.104
Si2 -2.132 -0.012 -1.065  0.466
C4 -2.829 -1.551 -0.051  -0.767
H1 4.019 -0.764 -0.515  0.355
H2 3.494 0.893 -0.395  0.323
H3 2.639 -0.253 -1.457  0.297
H4 2.408 0.007 1.543  0.308
H5 2.413 -1.599 0.861  0.484
H6 0.317 -1.281 0.673  0.183
H7 -0.286 0.935 2.206  -0.090
H8 1.930 2.365 0.221  0.252
H9 0.648 3.275 1.021  0.328
H10 0.497 2.856 -0.684  0.311
H11 -3.356 0.507 -1.704  -0.164
H12 -1.195 -0.532 -2.062  -0.022
H13 -3.630 -1.110 0.579  0.495
H14 -3.213 -2.250 -0.826  -0.056
H15 -2.126 -2.062 0.600  0.528
Mg1 -4.991 -2.723 -0.359  1.288

Results
ΔE to the lowest compared entry with this formula, charge and spin, kcal per mole: 0.00
Orbital gap, Eh: 0.087
Charge: +2
Energy, Eh: -1069.8312
HOMO, Ha: -0.548



[3]
DFT (ωB97M-V/def2-TZVPD) results for C21H20N2O6 in the gas phase in a non-equilibrium geometry.

Last column: Mulliken charge in e.
Cartesian coordinates (Å):
C1 -2.646 -0.737 -0.841  -0.665
H1 -1.977 -0.377 -1.626  0.146
O1 -1.972 -0.932 0.382  -0.410
C2 -1.610 0.138 1.150  0.522
C3 -1.476 -0.129 2.509  -0.772
C4 -1.083 0.840 3.408  -0.448
C5 -0.820 2.127 2.968  -0.110
C6 -0.950 2.405 1.612  0.062
C7 -1.329 1.437 0.691  0.781
O2 -1.409 1.676 -0.661  -0.288
C8 -1.234 2.988 -1.130  -0.996
H2 -1.414 2.938 -2.203  0.263
H3 -0.214 3.347 -0.954  0.315
H4 -1.951 3.680 -0.676  0.358
H5 -0.737 3.406 1.268  0.454
C9 -0.287 3.177 3.906  -1.344
H6 -0.434 4.170 3.476  0.323
H7 -0.807 3.137 4.864  0.410
C10 1.219 2.942 4.150  -0.858
N1 1.895 2.686 2.897  -0.198
C11 2.013 1.391 2.473  0.229
O3 2.067 0.445 3.227  -0.627
C12 2.038 1.243 0.999  0.394
C13 2.324 2.106 -0.035  -0.951
C14 2.000 1.420 -1.217  -0.510
C15 1.523 0.184 -0.829  0.352
C16 0.957 -0.912 -1.582  0.777
C17 0.541 -2.067 -0.908  -0.246
C18 -0.050 -3.100 -1.599  -0.490
C19 -0.227 -2.989 -2.975  -0.200
C20 0.192 -1.853 -3.662  -0.493
C21 0.781 -0.821 -2.967  -0.802
H8 1.100 0.065 -3.492  0.352
H9 0.043 -1.800 -4.730  0.501
N2 -0.858 -4.057 -3.700  1.019
O4 -1.223 -5.029 -3.072  -0.619
O5 -0.992 -3.923 -4.900  -0.628
H10 -0.386 -3.993 -1.095  0.478
H11 0.676 -2.130 0.159  0.466
O6 1.570 0.086 0.511  -0.281
H12 2.101 1.791 -2.216  0.575
H13 2.737 3.092 0.039  0.588
H14 1.759 3.389 2.186  0.282
H15 1.368 2.054 4.766  0.422
H16 1.670 3.807 4.642  0.398
H17 -0.975 0.592 4.452  0.424
H18 -1.683 -1.135 2.837  0.452
H19 -3.033 -1.718 -1.114  0.279
H20 -3.479 -0.038 -0.730  0.318

Results
SMILES: COc1ccc(CCNC(=O)c2ccc(-c3ccc([N+](=O)[O-])cc3)o2)cc1OC
ΔE to the lowest compared entry with this formula, charge and spin, kcal per mole: 148.80
Orbital gap, Eh: 0.273
Energy, Eh: -1373.0812
HOMO, Ha: -0.301



[4]
DFT (ωB97M-V/def2-TZVPD) results for 2 unconnected molecules or ions with the total composition C2H8N3 in a non-equilibrium geometry.

Last column: Mulliken charge in e.
Cartesian coordinates (Å):
C1 -0.326 -1.107 0.028  -0.018
C2 2.827 0.410 -0.120  -0.798
N1 0.075 0.079 0.681  -0.426
N2 -0.776 0.189 -0.385  -0.077
N3 -2.177 0.560 0.008  -0.262
H1 0.334 -1.615 -0.666  0.233
H2 -1.010 -1.770 0.552  0.261
H3 3.141 -0.340 0.582  0.332
H4 2.659 0.161 -1.150  0.327
H5 2.748 1.433 0.193  0.304
H6 -2.151 1.531 0.363  0.387
H7 -2.575 -0.051 0.748  0.389
H8 -2.770 0.521 -0.835  0.349

Results
ΔE to the lowest compared entry with this formula, charge and spin, kcal per mole: 184.85
Orbital gap (spin up / spin down), Eh: 0.231 / 0.395
Charge: +1
Energy, Eh: -244.7730
HOMO (spin up / spin down), Ha: -0.450 / -0.534



- What is the energy in the first record?
  -5878.9188 Eh